Model 1:
8
Properties=species:S:1:pos:R:3 method="wB97M-V/def2-TZVPD" lumo_ev=-0.73 e_homo_ha=-0.360 total_charge=0 gap_ev=9.064
C -0.30 -1.02 -0.94
C -0.12 1.23 1.56
N 0.85 -0.90 -1.37
N -0.53 0.91 0.44
O -1.01 -0.33 0.05
S 0.59 1.98 2.72
H -0.83 -1.80 -1.42
H 1.36 -0.07 -1.03

---

Model 2:
8
Properties=species:S:1:pos:R:3 method="wB97M-V/def2-TZVPD" lumo_ev=0.53 e_homo_ha=-0.321 total_charge=0 gap_ev=9.277
C -0.76 -0.97 0.17
C 2.69 0.55 0.11
N -1.57 -0.25 -0.28
N -2.16 0.75 -0.60
O 2.86 1.49 -0.57
S 2.40 -0.69 1.01
H -0.37 -1.52 1.06
H -3.08 0.65 -0.90

---

Energy relative to the most stable one, in hartree: model 1 0.0082; model 2 0.0000

---

Model 1:
17
Properties=species:S:1:pos:R:3 method="wB97M-V/def2-TZVPD" lumo_ev=0.75 e_homo_ha=-0.335 total_charge=0 gap_ev=9.865
C 0.37 2.57 -0.72
N 0.25 1.27 -0.53
C 0.72 0.11 -1.30
C 0.53 -1.12 -0.32
N -0.90 -1.14 0.20
C -1.02 -1.04 1.66
O 0.43 3.17 -1.85
H 0.70 2.99 0.22
H -0.38 0.99 0.34
H -0.09 -0.04 -2.12
H 1.74 0.31 -1.41
H 1.21 -1.13 0.51
H 0.80 -2.10 -0.80
H -1.49 -1.91 0.01
H -0.44 -0.18 2.35
H -2.01 -0.83 1.76
H -0.41 -1.94 2.01

---

Model 2:
17
Properties=species:S:1:pos:R:3 method="wB97M-V/def2-TZVPD" lumo_ev=0.93 e_homo_ha=-0.343 total_charge=0 gap_ev=10.248
C 0.50 0.37 0.79
C -0.64 0.57 1.74
C 1.28 -0.90 0.98
N -1.30 -0.84 -1.03
C -0.50 -0.50 -1.97
O 0.88 1.23 0.00
N -0.22 0.76 -2.38
H 0.82 0.99 -2.17
H -1.90 -0.06 -0.73
H -0.76 1.50 -1.95
H 0.22 -1.25 -2.28
H 1.47 -1.08 2.03
H 2.23 -0.85 0.45
H 0.70 -1.73 0.58
H -1.14 1.52 1.56
H -0.30 0.50 2.77
H -1.35 -0.23 1.60

---

Energy relative to the most stable one, in hartree: model 1 0.0858; model 2 0.0000

---

Model 1:
15
Properties=species:S:1:pos:R:3 method="wB97M-V/def2-TZVPD" lumo_ev=-5.63 e_homo_ha=-0.547 total_charge=+1 gap_ev=9.254
C 1.64 -0.23 -0.33
C 1.84 -1.45 -0.59
C 1.26 1.20 -0.34
C 0.96 0.42 0.89
C -0.21 -0.37 1.18
C -1.50 -0.28 -0.91
N -1.23 -0.66 0.45
H 2.07 1.92 -0.27
H 1.61 0.58 1.75
H -0.22 -0.80 2.18
H -1.74 0.79 -0.97
H -0.65 -0.49 -1.55
H -2.36 -0.84 -1.29
H 0.48 1.48 -1.03
H -1.94 -1.27 0.85

---

Model 2:
15
Properties=species:S:1:pos:R:3 method="wB97M-V/def2-TZVPD" lumo_ev="-7.46 / -7.46" e_homo_ha="-0.586 / -0.586" total_charge=+1 gap_ev="8.480 / 8.479"
C -1.50 2.92 0.57
C 0.01 1.03 0.14
C 0.51 0.09 -0.85
C -0.70 2.09 -0.42
C 0.28 -2.01 0.74
C 0.78 -1.29 -0.54
N -2.02 3.53 1.37
H 0.06 0.97 1.27
H 0.52 0.38 -1.92
H -0.71 2.19 -1.58
H -0.77 -1.72 0.96
H 0.89 -1.85 1.58
H 0.01 -3.07 0.34
H 1.91 -1.41 -0.26
H 0.71 -1.84 -1.40

---

Energy relative to the most stable one, in hartree: model 1 0.0460; model 2 0.0000

---

Model 1:
45
Properties=species:S:1:pos:R:3 method="wB97M-V/def2-TZVPD" lumo_ev=-0.95 e_homo_ha=-0.315 total_charge=0 gap_ev=7.614
H -0.23 -0.67 -0.29
H 0.12 0.68 -0.87
H 1.71 -1.74 1.09
H 2.98 -2.57 1.13
H 1.75 -2.04 4.05
H 0.98 -3.24 3.53
H -1.89 4.68 1.74
H -0.47 4.51 1.23
H 0.09 1.33 -4.95
H -0.79 0.91 -3.79
H -3.50 -3.90 1.74
H -3.74 -3.74 0.25
H 1.97 -1.18 -1.26
H 2.94 -1.40 -2.41
H 0.27 -5.01 0.05
H 0.01 -3.81 0.95
H 1.84 2.12 1.34
H 2.91 1.37 2.12
H -3.19 -0.59 3.01
H -1.97 -0.04 2.29
H 1.67 2.27 -2.60
H 0.31 1.95 -3.20
H -2.87 3.34 0.24
H -3.48 4.56 0.90
H -1.86 2.69 -1.87
H -0.60 3.35 -1.33
H 0.35 -3.26 -2.22
H 1.16 -4.42 -2.77
H 0.62 -0.29 4.02
H 0.58 -0.56 2.53
O 0.48 -0.20 -0.73
O 2.63 -1.72 0.82
O 0.95 -2.27 3.57
O -1.36 4.73 0.94
O -0.55 0.66 -4.69
O -3.47 -3.25 1.03
O 2.53 -0.71 -1.89
O 0.22 -4.75 0.98
O 2.66 2.25 1.82
O -2.81 0.23 2.68
O 1.15 2.39 -3.40
O -2.86 4.30 0.21
O -1.03 3.09 -2.15
O 0.56 -3.71 -3.04
O 1.19 -0.45 3.27

---

Model 2:
45
Properties=species:S:1:pos:R:3 method="wB97M-V/def2-TZVPD" lumo_ev=-1.06 e_homo_ha=-0.368 total_charge=0 gap_ev=8.966
O -0.11 -2.08 2.35
H -0.02 -1.32 2.92
H -0.18 -2.83 2.92
O 0.95 0.16 3.29
H 0.33 0.68 2.76
H 1.03 0.76 4.09
O -3.49 1.09 0.65
H -2.61 1.45 0.43
H -4.08 1.68 0.15
O -0.64 -1.48 -4.04
H -0.80 -0.62 -4.44
H -0.97 -1.35 -3.14
O 1.83 1.32 -2.97
H 1.79 0.49 -2.54
H 1.48 1.17 -3.83
O -2.03 -1.92 -1.81
H -2.26 -1.76 -0.88
H -2.80 -1.66 -2.36
O 2.50 -1.81 0.94
H 3.21 -1.58 1.50
H 1.72 -1.43 1.34
O 1.86 -1.34 -2.23
H 2.36 -0.82 -1.59
H 1.39 -1.95 -1.70
O 0.41 -2.96 -0.69
H -0.41 -2.44 -0.87
H 0.80 -2.57 0.05
O -1.07 1.91 2.33
H -1.38 2.36 1.49
H -1.21 2.60 3.01
O -2.45 -1.60 0.96
H -2.52 -0.72 1.27
H -1.61 -1.87 1.40
O -1.62 1.33 -2.26
H -2.48 1.47 -2.69
H -1.57 2.03 -1.65
O 3.84 1.77 1.58
H 2.99 1.89 1.22
H 4.47 2.12 0.94
O -0.03 0.09 0.29
H -0.21 0.13 -0.66
H 0.42 0.91 0.57
O 1.10 2.47 0.72
H 1.15 2.97 -0.12
H 0.90 3.25 1.29

---

Model 3:
45
Properties=species:S:1:pos:R:3 method="wB97M-V/def2-TZVPD" lumo_ev=-0.29 e_homo_ha=-0.343 total_charge=0 gap_ev=9.034
H -0.87 -0.38 -0.26
H 0.34 0.26 0.44
H 3.87 2.62 -2.56
H 3.11 2.97 -1.19
H 1.40 4.05 -0.74
H 1.75 5.33 -1.69
H -2.82 0.94 -4.04
H -2.23 -0.42 -4.36
H -1.93 0.49 1.40
H -3.25 -0.21 1.52
H -1.27 -3.39 -3.91
H -0.71 -2.61 -4.96
H -4.00 2.23 1.24
H -3.46 2.00 2.65
H -1.11 -3.91 0.17
H -1.85 -4.97 -0.69
H 4.36 2.50 0.89
H 3.76 1.15 1.41
H 3.88 -1.59 0.11
H 3.50 -3.06 -0.20
H 2.37 -0.88 1.28
H 2.05 -1.53 2.74
H -3.96 -3.16 2.37
H -3.14 -3.90 1.36
H 1.86 2.42 1.31
H 1.06 1.34 2.12
H 0.37 1.54 -2.32
H 0.45 2.81 -3.21
H -1.36 -1.94 3.98
H -2.74 -1.56 4.08
O -0.63 -0.06 0.62
O 3.80 3.24 -1.75
O 1.84 4.97 -0.78
O -1.97 0.46 -4.37
O -2.28 -0.31 1.76
O -0.61 -2.65 -4.06
O -4.09 1.63 1.98
O -1.98 -4.32 0.01
O 4.37 1.60 0.77
O 3.83 -2.27 -0.58
O 1.69 -1.34 1.88
O -3.28 -3.01 1.60
O 1.84 1.95 2.10
O -0.12 2.31 -2.59
O -1.84 -1.34 4.46

---

Model 4:
45
Properties=species:S:1:pos:R:3 method="wB97M-V/def2-TZVPD" lumo_ev=-0.81 e_homo_ha=-0.360 total_charge=0 gap_ev=8.980
H -0.41 0.43 0.55
H -0.11 0.15 -1.01
H -1.19 -3.08 1.28
H -1.79 -4.24 2.04
H -5.48 0.21 0.14
H -4.80 1.43 0.70
H 3.08 -1.37 -0.02
H 2.82 -2.73 -0.01
H 1.93 0.97 3.98
H 2.24 -0.54 3.76
H 2.19 0.15 -3.29
H 2.19 -1.20 -2.78
H -5.19 -0.85 -2.62
H -4.30 -0.83 -1.28
H 1.77 -2.65 2.72
H 0.96 -1.40 2.32
H 1.06 -2.18 -0.24
H 0.55 -1.15 0.77
H -0.11 4.23 -1.47
H 0.38 3.18 -0.37
H 4.21 1.10 -0.55
H 5.07 2.36 -0.41
H 1.83 4.07 -0.38
H 2.19 4.54 1.04
H -3.24 2.81 -0.65
H -2.26 1.95 0.26
H -2.79 -0.34 2.07
H -2.66 -1.09 0.73
H 0.60 -2.54 -3.35
H 1.84 -2.43 -4.22
O -0.76 -0.01 -0.21
O -1.30 -4.05 1.26
O -5.55 0.94 0.78
O 3.11 -2.05 -0.67
O 2.04 0.07 4.42
O 1.99 -0.37 -2.50
O -5.02 -0.39 -1.76
O 1.86 -1.80 2.44
O 0.94 -1.20 -0.10
O -0.38 3.69 -0.65
O 4.12 2.05 -0.44
O 2.41 4.62 0.14
O -2.39 2.81 -0.26
O -3.15 -0.41 1.24
O 1.51 -2.87 -3.38

---

Energy relative to the most stable one, in hartree: model 1 0.2759; model 2 0.0000; model 3 0.1560; model 4 0.1906

---

Model 1:
45
Properties=species:S:1:pos:R:3 method="wB97M-V/def2-TZVPD" lumo_ev=-0.59 e_homo_ha=-0.407 total_charge=0 gap_ev=10.472
O -2.83 -1.41 -0.95
H -2.83 -2.36 -0.70
H -2.13 -1.03 -1.51
O 2.35 -0.96 1.40
H 2.76 -0.54 2.18
H 1.76 -0.32 1.04
O -0.21 -4.68 -0.64
H -0.17 -4.60 0.33
H 0.57 -4.20 -0.95
O 0.50 -0.01 -4.40
H -0.03 -0.85 -4.50
H -0.23 0.60 -4.28
O -1.53 0.05 1.02
H -1.90 -0.82 0.94
H -2.07 0.48 1.68
O 1.45 1.67 0.75
H 1.35 1.79 -0.20
H 1.86 0.93 1.17
O -2.75 4.07 -1.29
H -1.88 4.03 -0.90
H -2.92 3.28 -1.82
O 0.28 2.23 -2.38
H -0.48 1.62 -2.11
H 0.44 1.70 -3.20
O -3.65 -1.06 3.30
H -3.88 -0.11 3.34
H -3.66 -1.10 2.31
O 1.82 -1.61 -1.21
H 1.72 -0.81 -1.71
H 2.09 -1.66 -0.30
O 3.00 -3.69 1.33
H 3.12 -2.78 1.52
H 2.28 -3.70 0.70
O 2.87 3.11 -2.30
H 2.33 2.33 -2.53
H 1.99 3.57 -2.14
O -2.72 0.92 -2.29
H -3.03 0.06 -1.93
H -3.44 1.01 -2.94
O 2.73 0.65 3.45
H 1.84 0.86 3.90
H 3.23 1.47 3.41
O 0.30 0.61 4.51
H -0.20 1.16 5.11
H -0.10 0.10 3.80

---

Model 2:
45
Properties=species:S:1:pos:R:3 method="wB97M-V/def2-TZVPD" lumo_ev=-0.24 e_homo_ha=-0.337 total_charge=0 gap_ev=8.933
H 0.54 1.36 -0.37
H -0.54 0.42 -0.20
H -2.78 1.32 -2.36
H -2.04 2.59 -2.26
H 0.19 -3.60 1.82
H -0.54 -2.90 2.82
H 3.16 -2.17 1.89
H 4.01 -3.16 1.16
H -1.46 -1.47 -0.88
H -2.34 -2.82 -0.92
H 6.24 1.46 -0.34
H 4.96 2.08 -0.72
H -4.47 0.95 2.41
H -3.10 1.49 2.50
H -0.30 -1.75 1.71
H 0.64 -1.43 0.56
H -3.98 1.68 -0.88
H -5.37 2.13 -1.26
H 1.17 5.10 -0.33
H 1.52 4.33 0.85
H -1.95 -1.26 5.35
H -1.67 -0.91 3.81
H 0.30 -2.63 -3.27
H -0.01 -3.98 -3.34
H 2.68 3.20 0.90
H 2.46 3.56 2.36
H 1.96 -0.58 -2.30
H 1.72 -1.44 -3.35
H -0.41 0.08 -1.79
H -0.19 0.17 -3.27
O 0.42 0.45 -0.41
O -2.41 1.93 -1.67
O -0.74 -3.63 2.24
O 4.02 -2.23 1.46
O -1.56 -2.42 -0.55
O 5.29 1.34 -0.27
O -3.74 1.08 1.88
O -0.32 -1.52 0.77
O -4.54 1.95 -1.70
O 0.80 4.88 0.47
O -1.79 -1.63 4.43
O -0.21 -3.25 -3.88
O 2.47 2.80 1.77
O 1.68 -1.49 -2.43
O 0.20 -0.10 -2.42

---

Model 3:
45
Properties=species:S:1:pos:R:3 method="wB97M-V/def2-TZVPD" lumo_ev=-1.14 e_homo_ha=-0.350 total_charge=0 gap_ev=8.381
O -2.27 5.47 -0.82
H -2.17 4.94 -0.04
H -1.42 5.80 -1.15
O 0.61 4.16 0.99
H 0.80 5.01 1.31
H 1.16 3.59 1.50
O 0.55 9.61 -1.97
H 0.01 9.43 -1.24
H 1.04 10.32 -1.55
O -0.48 6.73 1.50
H -0.20 7.50 1.00
H -0.45 7.01 2.42
O 1.64 8.03 0.46
H 1.82 7.32 1.07
H 2.47 8.16 0.04
O -3.56 7.62 3.83
H -4.41 7.44 4.20
H -3.08 6.79 3.72
O 0.81 4.83 3.98
H 1.19 4.85 4.85
H 1.47 5.28 3.49
O -2.05 5.31 4.02
H -2.25 4.89 3.18
H -1.05 5.28 3.97
O -3.36 7.33 1.25
H -3.23 7.72 2.10
H -2.47 6.96 1.05
O -0.36 7.47 4.19
H -0.67 7.02 4.98
H 0.54 7.33 4.33
O -2.18 4.13 1.45
H -1.27 4.04 1.63
H -2.35 3.23 1.72
O 1.41 10.17 1.92
H 1.48 9.38 1.35
H 0.49 10.24 2.26
O -1.04 9.98 3.29
H -1.06 9.11 3.68
H -0.70 10.69 3.88
O 0.11 6.45 -1.63
H 0.42 5.73 -2.19
H 0.72 6.58 -0.95
O -1.56 9.02 -0.15
H -2.32 8.42 -0.29
H -1.78 9.71 0.45

---

Model 4:
45
Properties=species:S:1:pos:R:3 method="wB97M-V/def2-TZVPD" lumo_ev=-0.11 e_homo_ha=-0.360 total_charge=0 gap_ev=9.672
O 1.44 -2.55 2.44
H 1.57 -2.34 1.51
H 2.32 -2.63 2.81
O -0.78 -1.81 -2.14
H -1.36 -2.30 -1.52
H -0.51 -2.46 -2.74
O -0.65 3.38 -0.37
H -0.74 4.13 0.23
H -0.61 2.53 0.06
O -2.56 0.34 -1.33
H -2.01 0.48 -2.11
H -3.38 0.72 -1.69
O 1.25 2.96 -2.55
H 0.72 3.32 -3.24
H 0.86 3.27 -1.75
O -3.10 0.64 1.31
H -3.64 1.39 1.05
H -2.79 0.23 0.50
O -2.14 -3.11 -0.03
H -1.64 -2.64 0.60
H -2.00 -4.03 0.20
O 1.35 -2.33 -0.42
H 1.10 -3.31 -0.46
H 0.66 -1.89 -0.94
O -0.90 2.21 2.07
H -1.59 1.59 1.86
H -1.37 2.90 2.54
O 0.35 0.62 -0.14
H -0.04 -0.21 0.18
H 0.54 0.43 -1.09
O -0.86 -1.33 1.45
H -0.17 -1.61 2.07
H -1.52 -0.94 2.03
O 3.65 -1.04 -1.14
H 4.09 -1.17 -0.30
H 2.80 -1.53 -0.99
O 2.51 1.71 0.81
H 1.75 1.23 0.40
H 2.98 1.96 0.01
O 1.17 0.37 -2.76
H 0.29 0.08 -3.08
H 1.14 1.33 -2.76
O 0.46 0.36 3.49
H 1.34 0.18 3.10
H 0.02 0.86 2.83

---

Energy relative to the most stable one, in hartree: model 1 0.1318; model 2 0.3263; model 3 0.0581; model 4 0.0000